Entry 1:
DFT (wB97M-V/def2-TZVPD) results for 2 unconnected molecules or ions with the total composition C2H7NO3 at a distorted geometry.

As for the SMILES: CNC(=O)O.O. The calculation puts the LUMO energy at 0.53 eV. The gap between HOMO and LUMO is 10.6 eV. As for the multiplicity: 1.

Each atom is followed by the atoms it is bonded to, with distances in Å.
Element x y z (Å)
1 C 0.73 2.25 -0.52  N2 1.473, H6 1.090, H7 1.097, H8 1.079
2 N 0.04 1.29 0.37  C1 1.473, C3 1.339, H9 1.003
3 C -0.66 0.21 -0.01  N2 1.339, O4 1.210, O5 1.360
4 O -1.22 -0.55 0.75  C3 1.210
5 O -0.66 0.04 -1.36  C3 1.360, H10 0.966
6 H 0.63 3.25 -0.09  C1 1.090
7 H 1.80 2.01 -0.51  C1 1.097
8 H 0.32 2.19 -1.51  C1 1.079
9 H 0.01 1.55 1.34  N2 1.003
10 H -1.13 -0.79 -1.49  O5 0.966
11 O -0.09 -4.18 1.11  H12 0.965, H13 0.973
12 H 0.27 -3.89 0.26  O11 0.965
13 H -0.03 -3.37 1.65  O11 0.973


Entry 2:
DFT (wB97M-V/def2-TZVPD) results for 2 unconnected molecules or ions with the total composition C5H6O at a distorted geometry.

The calculation puts the LUMO energy at 0.52 eV. The gap between HOMO and LUMO is 9.7 eV. As for the multiplicity: 1.

Each atom is followed by the atoms it is bonded to, with distances in Å.
Element x y z (Å)
1 C 0.21 -0.28 -1.61  C2 1.491, H7 1.089, H8 1.097, H9 1.099
2 C 0.42 -0.73 -0.20  C1 1.491, C3 1.299
3 C -0.25 -1.22 0.80  C2 1.299, O4 1.197, H10 1.268
4 O -0.72 -1.39 1.88  C3 1.197
5 C -0.22 1.37 1.81  C6 1.204, H11 1.069
6 C 0.07 1.86 0.74  C5 1.204, H12 1.068
7 H 0.04 -1.19 -2.18  C1 1.089
8 H 1.10 0.21 -2.04  C1 1.097
9 H -0.66 0.37 -1.76  C1 1.099
10 H 0.13 -2.17 0.04  C3 1.268
11 H -0.46 0.83 2.70  C5 1.069
12 H 0.31 2.36 -0.17  C6 1.068


Calculated relative energy (zero: lowest compared OMol25 entry of this formula, charge and spin) (kcal/mol), listed in the same order as above: 4.7; 123.8
Calculated highest occupied orbital energy (hartree), listed in the same order as above: -0.37074; -0.33859
Calculated electronic energy (eV), listed in the same order as above: -9820.7561; -7323.9153